P:
53
Properties=species:S:1:pos:R:3:lowdin_charge:R:1 method="wB97M-V/def2-TZVPD" gap_ha=0.33658 lumo_ev=2.04 total_charge=-1
Cl -0.9635 0.2280 -0.0579 0.66
O -1.7904 1.1723 0.6624 -0.36
O -0.0530 -0.3105 0.9223 -0.37
O -1.7384 -0.8424 -0.6307 -0.35
O -0.2719 0.8736 -1.1282 -0.34
C 2.7000 3.1607 -2.5206 -0.67
O 2.0950 4.0792 -1.9932 0.04
N 2.4541 1.8321 -2.2880 0.15
N 3.6774 3.3912 -3.4624 0.13
H 2.8592 1.1084 -2.8573 0.06
H 1.5289 1.4924 -2.0599 0.06
H 3.8960 4.3224 -3.7535 0.09
H 4.2036 2.6221 -3.8287 0.08
C -3.5172 0.4521 3.7976 -0.67
O -4.2682 0.3714 4.7695 -0.01
N -2.1657 0.5856 3.9024 0.16
N -4.0049 0.5729 2.5137 0.15
H -1.6266 0.8019 3.0823 0.07
H -1.7592 0.3789 4.7955 0.10
H -3.3352 0.6250 1.7627 0.04
H -4.9023 1.0173 2.4679 0.10
C -4.1038 2.7382 -2.2961 -0.67
O -3.2998 3.6470 -2.1115 0.02
N -4.8452 2.7227 -3.4559 0.13
N -4.2237 1.6287 -1.5172 0.17
H -5.4228 1.9677 -3.7640 0.08
H -4.6975 3.5278 -4.0369 0.09
H -4.8686 0.8868 -1.7050 0.09
H -3.4156 1.3527 -0.9784 0.06
C 3.4964 -0.9915 3.7965 -0.67
O 3.2092 -1.9485 4.5033 0.02
N 4.6959 -0.3440 3.8554 0.14
N 2.6256 -0.4775 2.8508 0.16
H 5.3731 -0.6372 4.5336 0.10
H 4.7809 0.5803 3.4797 0.09
H 2.8382 0.4521 2.5429 0.09
H 1.6709 -0.7881 2.9067 0.08
C -0.7484 -3.9130 2.1734 -0.68
O -0.9808 -4.8571 2.9279 -0.01
N 0.3991 -3.1889 2.1084 0.16
N -1.6856 -3.4378 1.3074 0.16
H 0.3761 -2.3472 1.5587 0.05
H 1.1758 -3.4294 2.6967 0.10
H -2.5670 -3.8994 1.2134 0.10
H -1.4564 -2.6394 0.7417 0.05
C 2.0084 -1.9843 -3.8062 -0.67
O 1.3164 -2.3286 -4.7546 0.02
N 3.2789 -2.4718 -3.6268 0.13
N 1.5763 -1.1468 -2.8017 0.16
H 3.9425 -1.8745 -3.1609 0.08
H 3.6265 -2.9546 -4.4402 0.10
H 2.2995 -0.8583 -2.1727 0.08
H 0.6076 -0.9205 -2.6644 0.09


Q:
53
Properties=species:S:1:pos:R:3:lowdin_charge:R:1 method="wB97M-V/def2-TZVPD" gap_ha=0.24409 lumo_ev=2.03 total_charge=-1
Cl -0.1046 -0.8265 0.9473 0.98
O -0.5196 -0.1275 -0.2541 -0.38
O -0.1649 -2.2909 0.6355 -0.15
O 1.2945 -0.4066 1.0998 -0.29
O -0.9131 -0.3221 1.9970 -0.26
C 1.3384 0.9536 4.2908 -0.81
O 1.9358 0.9137 5.3660 0.00
N 0.9337 -0.0816 3.6317 0.17
N 0.9545 1.9927 3.7550 0.15
H 0.5682 0.1678 2.7238 0.03
H 1.6028 -0.8156 3.8152 0.14
H 0.6075 1.8906 2.8120 0.03
H 1.3665 2.8427 4.1124 0.15
C -3.4364 -1.2455 -0.8132 -0.76
O -4.1051 -2.0716 -1.4236 0.03
N -2.1541 -1.2870 -0.7354 0.14
N -3.8455 -0.2364 -0.1486 0.17
H -1.7122 -2.1077 -1.1244 -0.02
H -1.6455 -0.7615 -0.0387 -0.01
H -3.1408 0.4189 0.1582 0.10
H -4.8096 0.0236 -0.3000 0.12
C -0.9961 -3.1695 -1.8468 -0.72
O -1.2995 -3.8741 -2.8180 0.01
N 0.0752 -2.4757 -1.9209 0.13
N -1.4849 -3.3312 -0.6091 0.12
H 0.5567 -2.3539 -2.8004 0.16
H 0.2905 -1.7759 -1.2252 0.07
H -2.1510 -4.0286 -0.3090 0.15
H -0.9849 -2.8913 0.1502 -0.13
C 0.0664 0.4826 -2.3887 -0.64
O 0.3926 -0.7568 -2.2419 -0.12
N -0.7430 1.1366 -1.5857 0.23
N 0.3887 1.2108 -3.3843 0.19
H -0.9923 0.5936 -0.7714 -0.18
H -0.7144 2.1426 -1.5001 0.14
H 0.0847 2.1680 -3.4916 0.14
H 0.9424 0.7947 -4.1194 0.14
C 0.6753 2.3021 1.1910 -0.83
O 1.5695 2.1077 0.4644 0.13
N -0.4195 1.6063 1.2585 0.14
N 0.6295 3.1784 2.0835 0.09
H -0.5957 0.8215 0.6477 -0.04
H -1.1086 1.8770 1.9455 0.15
H -0.2636 3.2678 2.5467 0.14
H 1.3028 3.9312 2.0787 0.16
C 3.1200 -0.1148 -1.5817 -0.79
O 4.2544 -0.4077 -1.7542 0.03
N 2.6262 0.0727 -0.3921 0.13
N 2.2227 0.0917 -2.4571 0.15
H 3.1368 0.2132 0.4680 0.14
H 1.6232 -0.0088 -0.4785 0.06
H 1.2949 0.4167 -2.2254 -0.03
H 2.4507 0.1501 -3.4393 0.13


Going by the energies, P is most stable and the next is 778.7 kcal/mol up.


P:
6
Properties=species:S:1:pos:R:3:lowdin_charge:R:1 method="wB97M-V/def2-TZVPD" gap_ha=0.27416 smiles="NSP=S" lumo_ev=-1.44
N 0.3711 0.1963 0.1413 -0.43
S 0.7508 1.8539 -0.0733 0.39
P -0.7682 2.4529 -1.4173 0.05
S -0.4954 4.3907 -1.7176 -0.02
H 0.6778 -0.2166 -0.7143 -0.01
H -0.6380 0.0749 0.2962 0.02


Q:
6
Properties=species:S:1:pos:R:3:lowdin_charge:R:1 method="wB97M-V/def2-TZVPD" gap_ha=0.31520 smiles=Np1ss1 lumo_ev=0.16
N 0.9749 0.0532 0.1786 -0.39
P -0.4313 0.2426 -0.8264 0.23
S -1.6694 -1.3365 -0.1078 0.03
S -1.9091 0.5947 0.7386 0.03
H 1.6446 -0.5961 -0.3366 0.04
H 1.3903 1.0421 0.3536 0.06


Going by the energies, Q is most stable and the next is 8.2 kcal/mol up.


P:
14
Properties=species:S:1:pos:R:3:lowdin_spin:R:1 method="wB97M-V/def2-TZVPD" s_squared=2.039 gap_ha="0.30052 / 0.27436" multiplicity=3 lumo_ev="1.12 / -1.79"
C -0.3104 0.3671 -0.4358 0.03
C -1.5324 -0.0660 0.0916 0.36
C 0.9417 -0.1722 0.0671 0.52
C -2.8686 0.5446 -0.1602 0.07
P 2.6650 0.7344 -0.6381 0.81
P 4.2256 -0.5206 0.2032 0.10
H -0.2733 1.1124 -1.1659 -0.01
H -1.3549 -0.8530 0.7019 0.02
H 0.7811 -0.7334 0.9747 0.02
H -2.7960 1.6423 -0.3111 0.01
H -3.5632 0.0884 0.5766 0.00
H -3.5072 0.2759 -1.0897 0.03
H 3.9267 -0.7430 1.4755 0.01
H 3.6660 -1.6770 -0.2899 0.03


Q:
14
Properties=species:S:1:pos:R:3:lowdin_spin:R:1 method="wB97M-V/def2-TZVPD" s_squared=2.011 gap_ha="0.26584 / 0.26681" multiplicity=3 lumo_ev="0.86 / -2.14"
C 2.1718 0.0366 0.1962 0.10
C -1.3142 0.5468 -0.4439 0.77
C 2.4859 -1.4082 0.3078 0.02
C -1.9830 1.5571 0.4686 0.11
P 1.5565 1.4682 0.0618 -0.01
P -1.5673 -1.0041 0.2003 0.85
H -1.0134 0.9003 -1.3464 0.03
H 1.9049 -1.8819 -0.5075 0.01
H 2.1032 -1.6399 1.2649 0.00
H 3.4485 -1.5229 0.0661 0.00
H -2.8823 1.9985 -0.0944 0.04
H -1.3293 2.4533 0.5103 0.02
H -2.3809 1.1294 1.3711 0.00
H -1.2523 -1.7727 -0.9968 0.05


Going by the energies, P is most stable and the next is 33.5 kcal/mol up.


P:
22
Properties=species:S:1:pos:R:3:lowdin_charge:R:1 method="wB97M-V/def2-TZVPD" gap_ha=0.33901 lumo_ev=0.04
C 2.1373 -1.4065 -0.9176 -0.03
C 1.4674 -2.2309 -0.0328 -0.06
C 1.6580 -0.0628 -1.1618 0.01
C 0.3832 -1.7068 0.7571 0.01
C 0.6781 0.5023 -0.3875 -0.17
C -0.0020 -0.3603 0.5018 -0.22
C 0.0502 1.8492 -0.3910 -0.10
C -1.2444 0.2961 0.8230 -0.34
N -1.1267 1.6692 0.5061 0.00
O -3.0820 -1.8423 -0.2002 -0.28
O -3.8808 0.4421 0.1199 -0.20
O -2.2323 -0.0839 -1.6444 -0.27
S -2.5348 -0.5341 -0.3258 0.67
H 2.9101 -1.9157 -1.3920 0.08
H 1.5073 -3.2256 0.2379 0.08
H 2.1387 0.5111 -1.8673 0.09
H -0.1195 -2.3544 1.4875 0.12
H 0.7341 2.6932 0.0015 0.15
H -0.2848 2.0960 -1.3424 0.10
H -2.0346 0.1128 2.2463 0.25
H -1.9266 1.9329 0.0101 0.08
H -4.5232 -0.0064 0.6088 0.03


Q:
22
Properties=species:S:1:pos:R:3:lowdin_charge:R:1 method="wB97M-V/def2-TZVPD" gap_ha="0.28203 / 0.27435" lumo_ev="-0.85 / -0.91"
C -3.4890 -0.8169 0.3531 -0.08
C -3.2741 0.5604 0.0149 -0.07
C -2.4208 -1.6914 0.3716 -0.02
C -1.9993 0.9550 -0.3490 -0.03
C -1.1325 -1.3303 -0.1036 -0.35
C -1.0259 0.0243 -0.4368 -0.18
C 1.2212 -0.3969 -1.2197 -0.18
C 2.6715 1.3436 0.4174 -0.10
N -0.2117 -2.2607 -0.2998 0.18
O 3.3659 -1.3102 -0.0144 -0.30
O 1.4336 -0.7365 1.3841 -0.32
O 0.1283 0.3457 -1.2400 -0.04
S 2.2567 -0.4396 0.2293 0.64
H -4.4740 -1.1078 0.7722 0.11
H -4.2312 1.1115 0.0202 0.11
H -2.4018 -2.7660 0.4064 0.11
H -1.6111 1.9487 -0.6820 0.14
H 1.6156 -0.3861 -2.2215 0.12
H 3.5242 1.3612 1.0304 0.05
H 2.8890 1.9375 -0.4352 0.06
H 1.7708 1.6597 0.9349 0.07
H 0.6364 -2.3920 0.3806 0.11


Going by the energies, P is most stable and the next is 35.6 kcal/mol up.